Entry 1:
{"formula": "C13H17N3O2S", "method": "ωB97M-V with the def2-TZVPD basis set", "species": ["O", "C", "C", "C", "C", "C", "C", "H", "H", "C", "N", "N", "C", "N", "H", "C", "H", "H", "C", "C", "H", "C", "H", "C", "H", "O", "H", "H", "H", "H", "S", "H", "H", "H", "H", "H"], "xyz": [[6.26249, 1.14953, -0.29538], [5.06844, 0.54218, -0.08130], [4.90043, -0.44491, 0.88462], [3.66606, -1.03362, 1.06607], [2.56969, -0.65177, 0.29098], [2.75215, 0.34012, -0.67920], [3.98076, 0.92923, -0.86447], [4.13006, 1.69376, -1.61016], [1.91051, 0.63362, -1.28545], [1.28850, -1.27895, 0.50334], [0.25014, -0.93916, -0.15729], [-0.90128, -1.56846, 0.08231], [-2.09448, -1.31830, -0.50906], [-2.26054, -0.32703, -1.41096], [-3.21584, -0.28888, -1.74510], [-1.56676, 0.93779, -1.37101], [-1.69798, 1.43971, -2.33166], [-0.51109, 0.73511, -1.19348], [-2.09528, 1.84226, -0.23473], [-3.54172, 2.32213, -0.44278], [-3.57779, 3.32128, -0.87094], [-4.12832, 2.25231, 0.96554], [-5.20521, 2.10426, 0.97416], [-3.37097, 1.05947, 1.54275], [-3.27690, 1.08371, 2.62965], [-2.06435, 1.13602, 0.99747], [-3.84965, 0.11395, 1.25012], [-3.88484, 3.15689, 1.52388], [-4.07969, 1.64070, -1.10356], [-1.41056, 2.69764, -0.14289], [-3.35014, -2.34505, -0.15741], [-0.92934, -2.32128, 0.77564], [1.24191, -2.06918, 1.26285], [3.54750, -1.79878, 1.81964], [5.74221, -0.74933, 1.49308], [6.92814, 0.79411, 0.30634]], "forces_ev_per_a": [[0.1645, 0.1016, -0.0489], [-0.2752, -0.2728, 0.1873], [0.2451, 0.1736, -0.0971], [-0.3684, 0.0780, -0.2035], [0.7001, 0.3051, -0.0798], [0.0257, -0.1847, 0.2006], [0.2992, 0.0772, 0.0358], [-0.0034, 0.0910, -0.0993], [-0.0730, 0.0580, -0.0943], [-0.9597, -0.3984, 0.0767], [0.9302, 0.3943, -0.2112], [-0.2037, -0.6880, 0.6629], [-0.1526, -0.1778, -0.2089], [0.0613, 0.0715, -0.0227], [0.1943, -0.1906, 0.1011], [0.2774, 0.5203, 0.4470], [0.0586, 0.0051, 0.0176], [-0.2355, 0.2266, -0.2347], [0.1275, 0.1403, -0.4975], [0.1636, -0.0648, 0.2104], [-0.0102, 0.0015, -0.0804], [0.1959, -0.1292, 0.0442], [-0.0600, 0.0306, 0.0290], [-0.4533, -0.0654, 0.2027], [-0.0422, -0.0030, -0.0422], [0.2100, 0.0036, -0.1280], [0.0688, 0.0896, 0.0401], [-0.0381, 0.0320, 0.0208], [-0.0474, -0.0011, -0.0500], [-0.0922, -0.0674, -0.0591], [-0.4716, -0.4001, 0.1646], [-0.0829, 0.2970, -0.2994], [-0.0659, 0.0247, -0.0337], [-0.0224, -0.0811, 0.0762], [0.0610, -0.0220, 0.0445], [-0.1253, 0.0249, -0.0708]], "nbo_charge": [-0.6586, 0.3270, -0.3038, -0.1474, -0.1486, -0.1381, -0.2699, 0.2266, 0.2229, 0.0763, -0.2411, -0.4219, 0.3038, -0.5976, 0.4097, -0.2566, 0.2029, 0.2452, 0.0900, -0.4320, 0.2212, -0.4270, 0.2191, -0.0744, 0.1888, -0.5385, 0.1858, 0.2027, 0.1942, 0.1785, -0.2886, 0.3912, 0.1560, 0.2117, 0.2092, 0.4814], "smiles": "Oc1ccc(/C=N/NC(=S)NC[C@H]2CCCO2)cc1", "e_above_lowest_kj_mol": 259.0, "gap_ev": 8.03, "charge": 0}

***

Entry 2:
{"formula": "C13H17N3O5", "method": "ωB97M-V with the def2-TZVPD basis set", "species": ["C", "C", "C", "C", "C", "C", "C", "C", "C", "C", "C", "C", "C", "H", "H", "H", "H", "H", "H", "H", "H", "H", "H", "H", "H", "H", "H", "H", "H", "H", "N", "N", "N", "O", "O", "O", "O", "O"], "xyz": [[2.96623, 0.03488, 1.84172], [1.70767, -0.07393, 0.82935], [3.86722, -1.23242, 1.61697], [4.99698, -0.77545, 0.62128], [-0.69364, -0.12444, 0.55943], [-0.77069, -1.62914, 0.53169], [-0.75773, 0.53646, -0.77727], [-2.12295, 0.92732, -1.16790], [-2.84895, 0.24308, -2.16987], [-2.74293, 2.00858, -0.50287], [-4.15055, 0.53782, -2.51775], [-4.10405, 2.41028, -0.91607], [-4.72887, 1.74160, -1.94016], [2.24775, -1.11750, 3.32411], [3.10244, 0.33444, 3.84125], [3.56839, 0.92143, 1.63994], [3.20869, -1.99351, 1.14163], [4.22025, -1.58845, 2.62709], [3.77837, -1.16256, -1.01154], [5.35114, -0.56240, -1.38263], [0.49549, 0.46507, 2.28591], [-1.48187, 0.35576, 1.14334], [-0.09614, 1.41568, -0.63125], [-0.20507, -0.13359, -1.51563], [-2.32891, -0.44431, -2.82316], [-2.30677, 2.62511, 0.22936], [-4.74886, 0.06451, -3.30088], [-4.82422, 3.12781, -0.42563], [-6.43444, 2.81413, -1.89152], [-1.64057, -3.02926, -0.47624], [2.43221, -0.06961, 3.15194], [4.75036, -1.03679, -0.68445], [0.50578, 0.40453, 1.27514], [1.87717, -0.62797, -0.24169], [6.03031, -0.28575, 1.11844], [-0.21610, -2.29538, 1.36074], [-5.94885, 2.14467, -2.48477], [-1.67136, -2.03646, -0.38072]], "forces_ev_per_a": [[-0.9094, -1.7504, -1.3940], [1.6448, 0.1738, 0.8911], [-0.0863, 0.5375, -1.4104], [0.9672, -0.7845, 2.6859], [0.9003, 1.7345, 1.3347], [-0.6223, 0.5570, 1.2734], [2.1728, -0.1871, -1.6478], [-1.5886, 1.3948, -0.0053], [-0.0882, 0.2148, -0.4214], [-3.2195, -0.6363, -2.3313], [-0.6678, 2.6535, 0.5046], [0.6963, -0.4508, 0.7585], [-0.2349, -1.7478, -0.8609], [0.4607, 2.3728, 0.1631], [-0.8830, -0.9186, -0.5500], [-0.3773, 0.2330, 0.2975], [0.6222, 0.2336, 0.4444], [0.1712, 0.5192, -1.4226], [0.7432, 0.0789, 0.7752], [-0.4068, -0.5397, 0.9150], [-0.1293, 0.0203, 0.0549], [-0.4789, -0.8412, 0.0933], [-0.5869, -0.2485, -0.5245], [-1.0024, 1.0099, 0.6175], [0.1227, -0.5034, 0.4456], [0.8546, 0.3095, 0.9181], [0.5639, -0.0763, 0.2220], [1.6868, -0.2468, -0.1591], [1.3907, -1.5019, -1.2176], [-0.0475, 1.2868, 0.4202], [-0.3978, -0.4682, 2.2593], [0.1498, 0.9150, -1.4236], [0.5428, -1.5410, -0.5255], [-0.5309, 0.1521, -0.3646], [-1.7028, -0.5515, -1.6233], [0.0689, -0.7346, -0.5594], [-0.3808, 0.8693, 1.6599], [0.5826, -1.5378, -0.2930]], "nbo_charge": [-0.1326, 0.7099, -0.5092, 0.6735, -0.1638, 0.7969, -0.4287, -0.0599, -0.1822, -0.1821, -0.2465, -0.2977, 0.3014, 0.3749, 0.3824, 0.2293, 0.2297, 0.2330, 0.4306, 0.3963, 0.4325, 0.2449, 0.2372, 0.2423, 0.2158, 0.2115, 0.2295, 0.2083, 0.4811, 0.5062, -0.8608, -0.8271, -0.6226, -0.6709, -0.6346, -0.5824, -0.6877, -0.6783], "smiles": "NC(=O)C[C@H](N)C(=O)N[C@@H](Cc1ccc(O)cc1)C(=O)O", "e_above_lowest_kj_mol": 225.3, "gap_ev": 9.15, "charge": 0}

***

Entry 3:
{"formula": "C13H17N5", "method": "ωB97M-V with the def2-TZVPD basis set", "species": ["C", "C", "C", "H", "H", "C", "C", "C", "C", "N", "C", "N", "N", "N", "C", "H", "H", "H", "C", "H", "H", "H", "C", "C", "N", "C", "H", "H", "H", "H", "H", "H", "H", "H", "H"], "xyz": [[-2.62233, -2.00390, -1.24982], [-1.11105, -1.81504, -1.17806], [-0.49143, -2.38210, 0.11028], [-1.22163, -3.01191, 0.62189], [0.35862, -3.01778, -0.14204], [0.01204, -1.32887, 1.11362], [0.97172, -0.36172, 0.48277], [2.21060, -0.68180, 0.00646], [2.70712, -1.99248, 0.12658], [3.11784, -3.05919, 0.23647], [3.08349, 0.24122, -0.60443], [3.84924, 0.92772, -1.11529], [0.44079, 0.87749, 0.45505], [1.14643, 1.94524, -0.05535], [1.43642, 2.97774, 0.91662], [0.57027, 3.61735, 1.14053], [2.23249, 3.59796, 0.51077], [1.79548, 2.51417, 1.83444], [0.62882, 2.45511, -1.30873], [0.42500, 1.62026, -1.97690], [-0.28591, 3.05012, -1.18518], [1.40184, 3.07403, -1.75887], [-0.89207, 0.95815, 1.06140], [-1.91853, 1.24906, 0.07973], [-2.74247, 1.48013, -0.67835], [-1.09169, -0.42812, 1.70149], [-2.08351, -0.82268, 1.48807], [-0.98437, -0.35125, 2.78340], [-0.91142, 1.76482, 1.80820], [0.52147, -1.87411, 1.91516], [-0.88178, -0.75281, -1.27855], [-0.66250, -2.31568, -2.03779], [-3.00289, -1.61221, -2.18970], [-3.12989, -1.47905, -0.44399], [-2.87619, -3.05989, -1.18987]], "forces_ev_per_a": [[0.1741, 0.0985, -0.1006], [-0.1423, -0.1652, 0.0909], [0.2184, 0.1073, -0.1615], [0.0263, -0.0431, 0.0684], [-0.0809, -0.0507, 0.0713], [-0.0720, -0.2882, 0.0056], [0.2577, 0.0654, 0.0412], [-0.5852, 0.2364, 0.1685], [0.0440, -0.5154, 0.1744], [0.0882, -0.3554, 0.0346], [0.4313, 0.4501, -0.3236], [0.2790, 0.1339, -0.1699], [-0.2534, -0.3634, 0.2863], [-0.1568, 0.1357, 0.0877], [0.0054, -0.0928, 0.1394], [0.0104, 0.0037, 0.0069], [0.0251, 0.0622, 0.0113], [0.0279, 0.0383, 0.0189], [-0.1235, -0.0157, -0.1669], [-0.0044, 0.0104, -0.0405], [0.0586, -0.0037, -0.0387], [0.0333, 0.0304, -0.0393], [0.3850, 0.1268, 0.5419], [-0.1922, 0.1809, -0.1798], [-0.4049, 0.0924, -0.3539], [0.0551, -0.0248, 0.1364], [0.0347, 0.0473, 0.0390], [-0.0136, 0.0481, -0.0680], [0.0175, -0.1843, -0.1324], [0.0229, 0.1525, -0.0809], [0.0784, 0.0320, -0.1145], [0.0557, 0.1006, 0.0053], [-0.1334, 0.0261, -0.0540], [-0.1068, 0.0295, 0.0779], [-0.0599, -0.1059, 0.0185]], "nbo_charge": [-0.5989, -0.4123, -0.3946, 0.2117, 0.2364, -0.2587, 0.3961, -0.4408, 0.2901, -0.3223, 0.3198, -0.3374, -0.2268, -0.2638, -0.4222, 0.1717, 0.2284, 0.2123, -0.4236, 0.2178, 0.1835, 0.2242, -0.1686, 0.2631, -0.2896, -0.3923, 0.2383, 0.2327, 0.2458, 0.2506, 0.1919, 0.2180, 0.2193, 0.1962, 0.2040], "smiles": "CCC[C@@H]1C[C@H](C#N)N(N(C)C)C1=C(C#N)C#N", "e_above_lowest_kj_mol": 0.0, "gap_ev": 9.25, "charge": 0}